1.
C6H14O | wB97M-V/def2-TZVPD

Last column: Mulliken charge in e.
Cartesian coordinates (Å):
1 C -0.61516 2.11180 0.31082  -1.618
2 C -0.13018 0.70046 0.53186  1.192
3 C 0.11839 0.38305 2.00188  -1.462
4 C -0.91392 -0.44924 -0.14075  -1.077
5 C -0.08273 -1.66511 -0.50345  -0.375
6 C 1.07413 -1.38047 -1.48621  -0.702
7 O 0.71514 -0.44426 -2.48883  -0.558
8 H 0.16408 2.82498 0.62517  0.393
9 H -1.47371 2.37060 0.92573  0.351
10 H -0.71980 2.38878 -0.73949  0.378
11 H 0.85095 0.63076 0.02885  -0.083
12 H 0.02058 -0.68801 2.19598  0.359
13 H -0.68636 0.80610 2.61368  0.334
14 H 1.07298 0.70271 2.41321  0.345
15 H -1.47182 -0.09733 -0.99896  0.381
16 H -1.64991 -0.76891 0.60587  0.404
17 H 0.25750 -2.37739 0.24740  0.345
18 H -0.77987 -2.26725 -1.09875  0.328
19 H 1.85610 -0.94307 -0.85090  0.333
20 H 1.42420 -2.27530 -1.98421  0.403
21 H 0.96939 0.43712 -2.20888  0.330

Atoms 1-2, force components in eV/Å:
0.7 0.9 0.2
1.4 -0.9 -0.8

Output
Total charge: 0
Spin multiplicity: 1
Molar mass (g mol⁻¹): 102.2
Structure (SMILES): CC(C)CCCO
Gap between HOMO and LUMO (eV): 10.97

=====

2.
C2H4N4O | wB97M-V/def2-TZVPD

Last column: Mulliken charge in e.
Cartesian coordinates (Å):
1 C -1.14406 0.22109 0.47892  -0.395
2 C 0.14389 0.41112 0.71531  0.696
3 N 0.86367 -1.03976 -1.91004  -0.634
4 N 1.09762 0.61444 -0.30032  -0.096
5 N 1.29337 -0.00420 -1.60196  0.183
6 N -1.91627 -0.72338 0.89875  -0.206
7 O 0.45364 0.99044 1.76763  -0.604
8 H 1.82156 1.19198 0.05716  0.270
9 H 1.95462 0.52988 -2.21838  0.264
10 H -1.71362 -1.67611 1.31899  0.242
11 H -2.85441 -0.51552 0.79393  0.280

Atoms 1-2, force components in eV/Å:
-4.6 -1.7 -0.5
5.2 2.6 -0.1

Output
Total charge: 0
Spin multiplicity: 1
Molar mass (g mol⁻¹): 100.1
Gap between HOMO and LUMO (eV): 9.27

=====

Computed values of relative energy (zero: lowest compared OMol25 entry of this formula, charge and spin) (unit: kcal/mol) for the preceding records, in sequence: 20.6 139.9.